1.
Below is the molecule C18H21N7O2 in a non-equilibrium geometry, with properties calculated with the ωB97M-V functional and the def2-TZVPD basis.

Each atom is followed by the atoms it is bonded to, with distances in Å.
Atoms and positions in Å:
1 C 1.904 -2.453 -2.673  C2 1.539, H28 1.097, H29 1.099, H30 1.095
2 C 0.578 -2.346 -1.899  C1 1.539, N3 1.474, H31 1.108, H32 1.093
3 N 0.412 -0.985 -1.359  C2 1.474, C4 1.414, C27 1.399
4 C -0.158 0.132 -2.011  N3 1.414, C5 1.454, N11 1.297
5 C -0.441 0.239 -3.434  C4 1.454, N6 1.305, C9 1.428
6 N -0.254 -0.666 -4.355  C5 1.305, O7 1.400
7 O -0.774 -0.154 -5.550  N6 1.400, N8 1.422
8 N -1.181 1.190 -5.326  O7 1.422, C9 1.314
9 C -1.006 1.401 -4.040  C5 1.428, N8 1.314, N10 1.383
10 N -1.279 2.628 -3.462  C9 1.383, H33 1.009, H34 1.020
11 N -0.341 1.089 -1.155  C4 1.297, C12 1.414
12 C 0.264 0.696 0.061  N11 1.414, C13 1.446, C27 1.398
13 C 0.502 1.457 1.268  C12 1.446, C14 1.412, N19 1.352
14 C -0.057 2.749 1.373  C13 1.412, C15 1.234
15 C -0.525 3.881 1.523  C14 1.234, C16 1.461
16 C -1.042 5.222 1.788  C15 1.461, C17 1.518, C18 1.537, H35 1.123
17 C -2.479 5.564 1.435  C16 1.518, C18 1.534, H36 1.100, H37 1.075
18 C -1.341 6.058 0.532  C16 1.537, C17 1.534, H38 1.097, H39 1.083
19 N 1.252 0.964 2.280  C13 1.352, C20 1.361
20 C 1.688 -0.317 2.129  N19 1.361, C21 1.415, H40 1.088
21 C 1.407 -1.169 1.034  C20 1.415, O22 1.381, C27 1.389
22 O 1.835 -2.477 0.927  C21 1.381, C23 1.422
23 C 2.055 -3.246 2.103  O22 1.422, C24 1.527, H41 1.108, H42 1.090
24 C 0.833 -3.450 2.995  C23 1.527, C25 1.556, H43 1.080, H44 1.103
25 C -0.395 -3.882 2.143  C24 1.556, N26 1.464, H45 1.133, H46 1.116
26 N -1.565 -3.950 3.019  C25 1.464, H47 1.043, H48 1.030
27 C 0.770 -0.602 -0.062  N3 1.399, C12 1.398, C21 1.389
28 H 2.715 -2.000 -2.090  C1 1.097
29 H 2.141 -3.512 -2.849  C1 1.099
30 H 1.877 -1.920 -3.629  C1 1.095
31 H -0.271 -2.633 -2.550  C2 1.108
32 H 0.618 -3.071 -1.081  C2 1.093
33 H -1.632 3.330 -4.095  N10 1.009
34 H -1.219 2.712 -2.447  N10 1.020
35 H -0.631 5.645 2.743  C16 1.123
36 H -3.026 4.705 1.020  C17 1.100
37 H -3.011 6.271 2.045  C17 1.075
38 H -1.097 7.127 0.556  C18 1.097
39 H -1.303 5.674 -0.480  C18 1.083
40 H 2.306 -0.728 2.923  C20 1.088
41 H 2.896 -2.834 2.694  C23 1.108
42 H 2.304 -4.249 1.757  C23 1.090
43 H 0.603 -2.524 3.503  C24 1.080
44 H 1.020 -4.222 3.759  C24 1.103
45 H -0.254 -4.895 1.656  C25 1.133
46 H -0.605 -3.158 1.320  C25 1.116
47 H -1.708 -3.025 3.478  N26 1.043
48 H -2.387 -4.262 2.482  N26 1.030

The HOMO energy is -8.057 eV. The frontier orbital gap comes out at 7.740 eV. The calculation puts the energy at -33527.389 eV. As for the energy above the lowest of the compared OMol25 structures with the same formula, charge and spin: 105.2 kcal/mol.

natural (NBO) population analysis, charges in e, atoms 1 to 5: number 1, C, carries -0.619; number 2, C, carries -0.224; number 3, N, carries -0.357; number 4, C, carries 0.347; number 5, C, carries 0.075

=====

2.
Below is the ion C3H8N3 with charge +1 in a non-equilibrium geometry, with properties calculated with the ωB97M-V functional and the def2-TZVPD basis.

Each atom is followed by the atoms it is bonded to, with distances in Å.
Atoms and positions in Å:
1 C 1.592 0.565 -0.030  N2 1.470, H7 1.126, H8 1.070, H9 1.059
2 N 0.172 0.505 0.347  C1 1.470, C3 1.382, N6 1.402
3 C -0.876 1.386 0.161  N2 1.382, N4 1.263, H10 1.099
4 N -1.995 0.843 -0.059  C3 1.263, C5 1.451
5 C -1.846 -0.600 -0.027  N4 1.451, N6 1.523, H11 1.077, H12 1.104
6 N -0.354 -0.788 0.216  N2 1.402, C5 1.523, H13 1.046, H14 1.111
7 H 2.211 -0.160 0.570  C1 1.126
8 H 1.646 0.290 -1.062  C1 1.070
9 H 2.023 1.530 0.037  C1 1.059
10 H -1.052 2.470 0.173  C3 1.099
11 H -2.336 -0.891 0.886  C5 1.077
12 H -1.987 -1.140 -0.980  C5 1.104
13 H -0.079 -1.400 1.018  N6 1.046
14 H 0.266 -1.213 -0.602  N6 1.111

The HOMO energy is -14.259 eV. Its total charge is +1. The frontier orbital gap comes out at 10.393 eV. The calculation puts the energy at -7701.684 eV. As for the energy above the lowest of the compared OMol25 structures with the same formula, charge and spin: 82.9 kcal/mol.

natural (NBO) population analysis, charges in e, atoms 1 to 5: number 1, C, carries -0.433; number 2, N, carries -0.267; number 3, C, carries 0.229; number 4, N, carries -0.407; number 5, C, carries -0.087

=====

3.
Below is the molecule C23H23N3O4 in a non-equilibrium geometry, with properties calculated with the ωB97M-V functional and the def2-TZVPD basis.

Each atom is followed by the atoms it is bonded to, with distances in Å.
Atoms and positions in Å:
1 O -3.698 1.874 2.235  C2 1.212
2 C -3.787 0.717 1.886  O1 1.212, C3 1.538, N11 1.350
3 C -4.986 -0.151 2.305  C2 1.538, O4 1.409, H31 1.096, H32 1.095
4 O -5.233 -1.250 1.460  C3 1.409, C5 1.373
5 C -5.749 -1.008 0.211  O4 1.373, C6 1.389, C10 1.394
6 C -5.913 0.254 -0.346  C5 1.389, C7 1.386, H33 1.079
7 C -6.436 0.373 -1.624  C6 1.386, C8 1.382, H34 1.080
8 C -6.792 -0.748 -2.351  C7 1.382, C9 1.386, H35 1.079
9 C -6.622 -2.006 -1.794  C8 1.386, C10 1.380, H36 1.080
10 C -6.104 -2.139 -0.522  C5 1.394, C9 1.380, H37 1.079
11 N -2.895 0.028 1.142  C2 1.350, C12 1.401, H38 1.013
12 C -1.695 0.466 0.566  N11 1.401, C13 1.390, C30 1.391
13 C -1.002 -0.414 -0.257  C12 1.390, C14 1.380, H39 1.082
14 C 0.193 -0.049 -0.842  C13 1.380, C15 1.399, H40 1.079
15 C 0.738 1.222 -0.632  C14 1.399, N16 1.382, C29 1.401
16 N 1.909 1.652 -1.227  C15 1.382, C17 1.455, C28 1.439
17 C 2.768 2.580 -0.507  N16 1.455, C18 1.532, H41 1.094, H42 1.098
18 C 4.247 2.245 -0.730  C17 1.532, N19 1.447, H43 1.095, H44 1.092
19 N 4.470 0.818 -0.628  C18 1.447, C20 1.357, C27 1.450
20 C 5.328 0.364 0.320  N19 1.357, O21 1.223, C22 1.472
21 O 5.902 1.126 1.084  C20 1.223
22 C 5.591 -1.081 0.422  C20 1.472, C23 1.374, O26 1.356
23 C 6.360 -1.684 1.387  C22 1.374, C24 1.409, H45 1.070
24 C 6.373 -3.061 1.086  C23 1.409, C25 1.362, H46 1.070
25 C 5.619 -3.201 -0.040  C24 1.362, O26 1.340, H47 1.073
26 O 5.142 -2.018 -0.449  C22 1.356, C25 1.340
27 C 3.685 -0.012 -1.520  N19 1.450, C28 1.534, H48 1.097, H49 1.094
28 C 2.613 0.854 -2.195  N16 1.439, C27 1.534, H50 1.089, H51 1.095
29 C 0.021 2.102 0.190  C15 1.401, C30 1.378, H52 1.078
30 C -1.168 1.734 0.783  C12 1.391, C29 1.378, H53 1.077
31 H -5.868 0.492 2.407  C3 1.096
32 H -4.762 -0.584 3.285  C3 1.095
33 H -5.632 1.144 0.195  C6 1.079
34 H -6.560 1.357 -2.049  C7 1.080
35 H -7.199 -0.644 -3.345  C8 1.079
36 H -6.896 -2.888 -2.353  C9 1.080
37 H -5.968 -3.109 -0.071  C10 1.079
38 H -3.141 -0.934 0.938  N11 1.013
39 H -1.398 -1.405 -0.435  C13 1.082
40 H 0.698 -0.777 -1.456  C14 1.079
41 H 2.549 2.515 0.563  C17 1.094
42 H 2.584 3.612 -0.838  C17 1.098
43 H 4.586 2.599 -1.709  C18 1.095
44 H 4.856 2.721 0.040  C18 1.092
45 H 6.844 -1.182 2.199  C23 1.070
46 H 6.874 -3.837 1.627  C24 1.070
47 H 5.357 -4.061 -0.625  C25 1.073
48 H 4.325 -0.481 -2.278  C27 1.097
49 H 3.195 -0.803 -0.945  C27 1.094
50 H 1.913 0.225 -2.743  C28 1.089
51 H 3.078 1.529 -2.922  C28 1.095
52 H 0.390 3.101 0.355  C29 1.078
53 H -1.699 2.432 1.409  C30 1.077

The HOMO energy is -7.426 eV. The frontier orbital gap comes out at 8.027 eV. The calculation puts the energy at -36884.344 eV. As for the energy above the lowest of the compared OMol25 structures with the same formula, charge and spin: 70.5 kcal/mol.

natural (NBO) population analysis, charges in e, atoms 1 to 5: number 1, O, carries -0.613; number 2, C, carries 0.647; number 3, C, carries -0.163; number 4, O, carries -0.504; number 5, C, carries 0.284

=====

4.
Below is a cluster of 2 separate species, C3H4N3 in total in a non-equilibrium geometry, with properties calculated with the ωB97M-V functional and the def2-TZVPD basis.

Each atom is followed by the atoms it is bonded to, with distances in Å.
Atoms and positions in Å:
1 C 0.645 0.384 1.228  C2 1.391, C3 1.455, H7 1.076
2 C 0.215 1.034 0.076  C1 1.391, N6 1.329, H8 1.074
3 C 0.262 -1.007 1.041  C1 1.455, N4 1.304, H9 1.075
4 N -0.326 -1.110 -0.118  C3 1.304, N6 1.297
5 N -1.008 0.293 -2.452  H10 1.030
6 N -0.338 0.071 -0.654  C2 1.329, N4 1.297
7 H 1.149 0.796 2.085  C1 1.076
8 H 0.275 2.057 -0.244  C2 1.074
9 H 0.399 -1.841 1.705  C3 1.075
10 H -1.274 -0.678 -2.666  N5 1.030

The HOMO energy (alpha / beta) is -15.337 / -15.989 eV. Its total charge is +1. The frontier orbital gap (alpha / beta) comes out at 5.304 / 5.952 eV. The calculation puts the energy at -7629.940 eV. As for the energy above the lowest of the compared OMol25 structures with the same formula, charge and spin: 146.8 kcal/mol.

natural (NBO) population analysis, charges in e, atoms 1 to 5: number 1, C, carries -0.114; number 2, C, carries -0.070; number 3, C, carries 0.142; number 4, N, carries -0.249; number 5, N, carries 0.059

=====

> Look up the energy of the second one.

-7701.684 eV